A 2-piece molecular cluster, C11H18 overall. Source: OMol25; level of theory: the ωB97M-V functional and the def2-TZVPD basis.

```
29
Properties=species:S:1:pos:R:3
C -2.4933 1.0817 1.5541
C 1.7129 -0.3805 -0.9161
C 1.9341 -1.5377 1.1354
C -3.1697 1.3099 0.1897
C 2.0044 -0.3381 0.4318
C 0.6327 1.9008 -1.2909
C -1.5136 -0.0803 1.6766
C 1.3248 -1.5514 -1.5447
C 1.6863 -2.7765 0.5761
C 1.7172 0.9020 -1.7586
C 1.3761 -2.7252 -0.8425
H 0.9782 2.9133 -1.5151
H -3.2081 0.4295 -0.5025
H -2.5715 1.9946 -0.4130
H -1.6918 -1.0197 1.1188
H -3.3579 0.9116 2.1921
H 2.1163 -1.5440 2.2164
H 2.7295 1.2812 -1.7639
H -1.5024 -0.4745 2.6924
H 0.5713 1.9349 -0.1922
H 1.4605 0.6436 -2.8217
H -4.2057 1.6807 0.3567
H 0.8283 -1.5967 -2.5226
H 1.9135 -3.7217 1.0485
H 1.3120 -3.7121 -1.2603
H -0.5251 0.2380 1.2656
H -1.9422 2.0027 1.6829
H 2.1453 0.5869 1.0285
H -0.2620 1.6474 -1.8215
```

ΔE to the lowest compared entry with this formula, charge and spin, kJ/mol: 133.72
Total energy, eV: -11697.89415
Orbital gap, Ha: 0.36888
HOMO level, eV: -9.007